No. 1
The following is a quantum chemistry calculation of a molecular structure, C23H40N8SSiTa in a non-equilibrium geometry, from OMol25.

Geometry as XYZ:
```
74
Properties=species:S:1:pos:R:3:forces:R:3
Ta 0.568 -0.022 -0.064 5.5 3.3 -0.4
C -1.717 4.846 3.309 -0.1 -2.3 -0.9
C -1.104 3.549 3.928 -1.6 1.4 0.6
N -0.027 3.042 3.171 1.4 -3.1 -1.6
C -0.073 1.888 2.447 1.9 1.8 0.6
S 1.526 1.362 1.800 -1.4 -0.5 -0.2
N -1.172 1.222 2.220 -1.1 -0.6 -1.8
N -1.117 0.483 1.033 -3.9 -0.8 1.0
C -2.322 -0.148 0.616 3.5 2.3 1.6
C -3.570 -0.030 1.388 1.0 0.6 0.7
C -2.133 -0.872 -0.593 0.2 -1.9 -3.2
C -3.201 -1.599 -1.234 1.6 1.3 1.1
C -2.925 -2.340 -2.374 1.9 0.7 -0.8
C -1.569 -2.367 -2.894 -1.9 -1.1 1.2
C -0.562 -1.744 -2.223 0.2 1.9 0.3
N -0.828 -0.887 -1.154 -4.4 -2.3 -0.6
H -2.572 5.142 3.874 -0.6 0.3 0.4
H -2.014 4.639 2.254 0.1 0.2 0.7
H -0.997 5.609 3.295 0.9 1.2 0.1
H -1.846 2.755 3.992 -0.1 0.2 0.3
H -0.679 3.776 4.911 -0.5 -0.1 0.0
H 0.906 3.315 3.451 0.0 0.2 -0.2
H -3.315 0.774 2.104 -0.7 -0.4 -0.1
H -3.778 -0.958 1.967 -0.1 0.5 -0.5
H -4.384 0.295 0.745 -0.3 -0.3 0.0
H -4.174 -1.474 -0.766 0.0 -0.4 -0.4
H -3.678 -2.847 -2.960 -0.2 -0.1 0.3
H -1.350 -3.060 -3.692 0.1 0.3 -0.3
H 0.475 -1.739 -2.602 -0.5 -0.1 0.3
C 4.249 -2.056 -0.880 -1.2 -0.2 -0.2
C 3.934 -0.696 -1.394 -0.4 0.6 1.4
C 4.928 0.120 -1.903 0.0 -0.2 -0.2
C 4.684 1.481 -2.216 -0.1 -0.3 -0.3
C 3.420 1.971 -2.015 -0.9 -1.2 0.3
C 2.410 1.030 -1.616 1.5 2.2 0.2
N 2.634 -0.238 -1.213 0.2 0.2 -0.2
N 1.150 1.473 -1.348 -2.6 -1.9 0.7
Si 0.298 2.985 -2.072 0.6 -0.1 -1.1
C 1.215 3.518 -3.613 0.4 -1.1 0.5
C 0.322 4.188 -0.706 0.4 -0.5 1.1
C -1.402 2.556 -2.660 -0.6 -0.2 0.0
H 4.055 -2.249 0.204 0.2 0.5 -0.7
H 5.281 -2.177 -1.096 0.9 -0.8 0.1
H 3.633 -2.759 -1.465 0.4 -0.2 0.2
H 5.922 -0.327 -2.040 -0.5 0.4 0.1
H 5.441 2.134 -2.661 0.0 -0.4 0.5
H 3.121 3.011 -2.115 0.3 -0.4 -0.2
H 1.520 2.652 -4.211 0.1 0.0 0.1
H 2.078 4.163 -3.461 -0.2 0.2 -0.1
H 0.459 3.980 -4.210 -0.4 0.8 -0.4
H 0.771 3.667 0.172 -0.2 0.6 -0.4
H -0.661 4.507 -0.423 -0.7 0.1 0.2
H 0.864 5.096 -0.921 0.4 0.2 -0.1
H -1.483 1.817 -3.464 0.4 0.2 -0.1
H -1.870 3.500 -3.038 0.3 -0.7 0.4
H -2.029 2.152 -1.865 -0.3 0.2 0.2
C 0.095 -4.474 0.277 1.2 -1.4 -1.2
C -0.667 -3.938 1.456 0.8 0.3 0.7
C -0.135 -4.494 2.777 -0.3 -1.3 -0.2
C -2.184 -4.115 1.360 -0.7 0.5 -0.6
N -0.416 -2.480 1.445 -1.5 1.4 -0.1
N 0.862 -1.930 1.168 2.0 0.4 -0.5
H -0.315 -5.473 0.039 0.5 0.3 0.2
H 1.238 -4.621 0.446 -1.9 0.2 -0.1
H -0.056 -3.899 -0.669 0.1 -0.1 0.7
H 0.022 -5.596 2.640 0.0 0.9 0.4
H -0.896 -4.374 3.582 0.8 0.1 -0.4
H 0.825 -4.004 3.001 -0.3 -0.4 0.3
H -2.511 -5.135 1.101 0.5 0.2 0.5
H -2.590 -3.508 0.526 0.3 -0.1 0.4
H -2.698 -3.785 2.289 0.4 -0.3 -0.5
H -0.852 -2.020 2.244 0.6 0.0 0.0
H 1.460 -2.590 0.655 -0.6 -0.3 -0.1
H 1.501 -1.675 1.942 -0.8 -0.4 0.4
```
Forces are in eV/Å.

Summary:
HOMO level (spin up / spin down), eV: -16.8 / -16.8
Spin multiplicity: 1
Energy, eV: -56660.552
HOMO-LUMO gap (spin up / spin down), eV: 5.01 / 4.99
Charge: +3
Energy relative to the best compared isomer or geometry (same formula, charge and spin), kJ/mol: 0.0
LUMO (spin up / spin down), hartree: -0.4333 / -0.4343

---

No. 2
The following is a quantum chemistry calculation of 2 unconnected molecules or ions with the total composition C23H41BrF3NO7P in a non-equilibrium geometry, from OMol25.

Geometry as XYZ:
```
77
Properties=species:S:1:pos:R:3:forces:R:3
C -5.092 1.895 -3.639 0.7 -0.6 1.2
C -5.102 0.915 -2.333 -1.2 0.7 -2.0
O -4.438 1.653 -1.279 0.9 -2.3 -0.1
C -3.448 0.823 -0.584 -0.5 0.7 1.5
C -2.008 1.438 -0.901 -0.8 -0.4 -1.3
C -1.902 2.778 -0.046 -2.4 1.0 -1.4
N -0.672 3.035 0.748 0.3 1.6 0.4
C 0.191 1.893 1.167 2.7 -1.5 0.4
C -0.236 0.434 0.681 -0.1 -0.3 0.3
C -1.323 -0.211 1.716 -0.3 -0.7 0.0
C -2.027 0.756 2.743 -1.0 -0.5 1.2
O -3.371 0.208 2.977 0.8 1.9 -0.6
C -1.347 0.754 4.229 -0.9 -2.0 0.9
F 0.020 0.425 4.223 -2.7 1.5 0.2
F -1.639 1.946 4.928 1.2 -2.3 -1.5
F -1.987 -0.297 4.960 1.9 2.5 -1.3
P 1.319 -0.663 1.083 0.6 -0.4 0.4
C 2.743 -0.356 -0.135 0.7 -0.6 0.4
C 0.847 -2.526 0.915 0.3 -0.4 0.1
C 1.239 -3.242 -0.434 -1.1 -1.7 0.1
C -0.740 0.432 -0.851 -0.3 1.0 1.3
C 0.244 0.942 -1.984 1.3 0.2 -1.6
C 0.738 2.452 -1.997 -3.9 2.8 -2.0
O -0.051 3.343 -2.424 3.1 -3.5 2.0
Br 2.535 3.146 -1.548 -0.8 -0.8 -0.1
O -1.017 -0.948 -1.107 -0.3 1.1 -0.3
C -1.657 -1.283 -2.329 -1.5 -0.7 -1.4
C -0.787 -1.976 -3.479 -0.3 -1.3 -2.0
C -1.182 -3.537 -3.751 0.4 1.2 -0.1
O 0.643 -1.922 -3.322 -0.3 -0.1 0.0
H -6.002 1.748 -4.303 1.3 0.3 0.8
H -4.109 1.633 -4.185 -1.7 0.7 0.5
H -5.017 2.958 -3.209 -0.3 -1.5 -1.0
H -6.186 0.636 -2.050 1.7 0.5 -0.2
H -4.571 -0.036 -2.665 -0.5 1.1 0.9
H -3.700 0.966 0.536 0.6 -0.4 -1.7
H -3.584 -0.286 -0.778 0.4 1.4 -0.1
H -2.076 1.775 -2.006 0.0 -0.4 1.8
H -2.800 2.902 0.671 1.5 -0.6 -1.1
H -2.020 3.670 -0.771 0.3 -1.5 1.2
H -0.095 3.738 0.233 -0.3 -0.7 0.3
H -0.961 3.540 1.614 0.2 -0.4 -0.8
H 1.242 2.080 0.723 -1.7 -0.1 0.6
H 0.366 1.980 2.304 -0.5 -0.5 -1.8
H -2.149 -0.796 1.162 1.3 1.2 0.8
H -0.849 -1.024 2.388 -0.4 1.4 -1.2
H -2.187 1.842 2.481 0.6 -1.1 0.0
H -3.930 0.994 3.183 0.3 -1.1 0.0
H 3.670 -0.881 0.341 -1.8 0.8 -0.7
H 2.632 -0.816 -1.163 0.1 0.9 1.0
H 2.977 0.754 -0.101 -0.3 -1.3 -0.4
H -0.269 -2.694 1.117 1.6 0.4 -0.3
H 1.412 -3.031 1.786 -0.8 1.0 -1.3
H 1.390 -4.365 -0.191 -0.1 1.7 -0.3
H 0.307 -3.237 -1.113 1.9 0.3 0.7
H 2.187 -2.919 -0.959 -1.3 -0.1 0.7
H 1.144 0.291 -2.227 -1.2 0.5 0.9
H -0.362 0.920 -2.975 0.8 0.1 1.7
H -2.221 -0.414 -2.844 1.1 -1.0 1.1
H -2.500 -2.037 -2.078 1.4 1.1 -0.2
H -1.022 -1.450 -4.484 0.1 -0.5 1.7
H -0.904 -3.748 -4.852 -0.5 0.1 1.8
H -0.517 -4.143 -3.053 -1.2 0.5 -0.9
H -2.302 -3.719 -3.604 1.7 0.1 -0.2
H 1.056 -2.630 -3.874 -0.7 0.8 0.6
O 4.560 -2.300 1.712 -0.1 0.3 0.7
C 5.104 -1.477 2.405 -0.3 -0.4 -0.5
O 4.595 -1.016 3.577 0.0 -0.4 -0.5
C 5.436 0.028 4.083 0.1 0.4 0.4
C 6.781 -0.196 3.433 0.6 0.2 0.1
C 6.401 -0.782 2.090 0.4 0.0 0.3
H 4.997 0.992 3.811 0.0 -0.1 0.0
H 5.491 -0.040 5.171 -0.2 -0.1 -0.1
H 7.382 0.712 3.362 -0.1 -0.1 0.1
H 7.352 -0.933 4.006 -0.1 0.1 0.0
H 6.216 -0.005 1.344 0.0 -0.1 -0.1
H 7.149 -1.489 1.733 -0.3 0.1 -0.3
```
Forces are in eV/Å.

Summary:
HOMO level, eV: -10.6
Spin multiplicity: 1
Energy, eV: -127810.425
HOMO-LUMO gap, eV: 7.52
Charge: +1
LUMO, hartree: -0.1140

---

No. 3
The following is a quantum chemistry calculation of 2 unconnected molecules or ions with the total composition C23H41BrFN2O8S, from OMol25.

Geometry as XYZ:
```
77
Properties=species:S:1:pos:R:3:forces:R:3
C 1.684 -2.608 1.192 0.1 -0.3 -0.1
C 1.227 -1.640 0.090 0.1 -0.4 0.4
C 2.286 -1.383 -0.976 -0.1 0.1 0.0
Br 2.458 -2.956 -2.097 0.1 0.0 0.0
C 2.072 -0.044 -1.685 0.8 -0.4 -0.2
C 2.399 1.050 -0.602 -0.6 0.4 0.0
C 1.462 2.261 -0.365 0.4 0.0 0.8
C 2.236 3.579 -0.353 -0.2 -0.4 -0.6
C 1.385 4.752 0.126 0.3 0.5 -0.2
N 1.321 4.941 1.576 -0.2 -1.0 -0.2
C 2.620 5.006 2.236 0.2 0.3 -0.2
C 0.375 4.231 2.296 -0.1 0.1 0.5
C -0.995 3.993 1.696 0.3 0.5 -0.2
O 0.610 3.857 3.433 0.0 0.1 -0.1
O 3.092 0.200 -2.726 0.0 -0.1 0.3
C 2.661 1.289 -3.371 -0.3 0.3 -0.1
O 3.305 2.055 -4.002 0.2 0.0 -0.1
O 1.298 1.443 -3.177 0.0 -0.1 0.0
C 0.844 0.249 -2.553 -0.1 -0.3 0.0
C -0.476 0.262 -1.808 -0.4 0.3 -0.1
C -1.698 0.848 -2.533 0.0 -0.1 0.1
C -2.675 1.447 -1.520 -0.2 -0.2 -0.5
C -3.196 0.410 -0.509 0.2 0.5 0.1
N -2.999 0.837 0.888 -0.5 -0.3 0.0
C -3.887 1.944 1.225 0.0 0.1 0.0
C -3.140 -0.235 1.800 0.1 -0.2 0.2
C -2.206 -1.403 1.623 -0.2 0.2 0.0
O -3.946 -0.195 2.705 0.2 0.2 0.0
S 0.433 -0.826 -4.066 -0.7 0.3 0.1
O -0.381 -1.933 -3.701 0.3 0.0 0.1
O -0.018 0.094 -5.057 0.1 -0.2 0.1
F 1.797 -1.355 -4.588 0.2 0.0 -0.1
H 2.764 -2.772 1.192 0.1 0.1 -0.1
H 1.418 -2.228 2.176 -0.1 -0.1 0.0
H 1.198 -3.579 1.072 -0.1 -0.1 0.3
H 0.339 -2.084 -0.354 -0.1 0.2 -0.2
H 0.953 -0.695 0.563 -0.1 0.1 -0.2
H 3.252 -1.302 -0.482 0.1 0.0 -0.1
H 3.376 1.443 -0.879 0.1 -0.1 -0.1
H 2.547 0.559 0.355 0.0 -0.1 0.0
H 1.021 2.150 0.631 -0.2 -0.1 -0.1
H 0.640 2.329 -1.062 0.0 0.2 -0.2
H 2.543 3.795 -1.382 0.1 0.0 0.0
H 3.158 3.440 0.211 0.0 0.2 0.2
H 1.769 5.671 -0.322 0.1 0.1 0.1
H 0.388 4.631 -0.287 -0.1 0.0 0.1
H 2.969 4.027 2.565 -0.1 0.0 0.1
H 2.578 5.677 3.089 -0.1 -0.1 0.1
H 3.344 5.403 1.525 0.0 0.1 0.0
H -1.072 2.957 1.370 -0.2 -0.1 0.1
H -1.196 4.661 0.863 -0.1 -0.1 -0.1
H -1.718 4.207 2.477 -0.1 -0.3 0.1
H -0.673 -0.779 -1.563 0.0 -0.1 0.0
H -0.371 0.768 -0.854 0.2 0.0 0.1
H -2.208 0.045 -3.068 0.0 0.0 -0.1
H -1.417 1.583 -3.287 0.1 0.1 0.1
H -3.522 1.839 -2.086 0.0 0.2 0.1
H -2.213 2.297 -1.015 0.1 -0.1 0.2
H -2.724 -0.557 -0.657 0.1 0.0 0.0
H -4.268 0.258 -0.679 0.0 -0.1 0.0
H -4.941 1.670 1.116 0.0 -0.1 0.0
H -3.731 2.243 2.257 0.0 0.0 0.0
H -3.682 2.792 0.574 0.1 0.0 0.0
H -1.426 -1.193 0.901 0.1 -0.1 0.0
H -1.771 -1.631 2.593 0.1 -0.1 0.0
H -2.771 -2.284 1.319 0.1 -0.1 0.0
C -1.432 -6.984 0.702 0.1 -0.3 -0.3
C -0.210 -6.248 1.297 -0.5 0.0 0.6
C 0.478 -7.211 2.292 0.2 -0.3 -0.2
O -0.575 -5.096 1.903 0.3 0.3 -0.4
H -2.149 -7.214 1.495 0.0 0.1 0.1
H -1.926 -6.349 -0.038 0.0 0.1 0.1
H -1.155 -7.927 0.204 0.0 0.1 0.0
H 0.515 -6.140 0.440 0.0 0.1 0.0
H -0.204 -7.445 3.113 0.0 0.1 0.0
H 1.373 -6.741 2.707 0.0 0.1 0.0
H 0.783 -8.158 1.817 0.0 0.1 0.0
```
Forces are in eV/Å.

Summary:
HOMO level, eV: -2.9
Spin multiplicity: 1
Energy, eV: -127471.657
HOMO-LUMO gap, eV: 4.92
Charge: -1
Energy relative to the best compared isomer or geometry (same formula, charge and spin), kJ/mol: 0.0
LUMO, hartree: 0.0733